Density functional theory data (ωB97M-V with the def2-TZVPD basis set) for a molecular structure, C49H41N10O2SSbW.

Values from the calculation:
**Total charge**: +2
**Frontier orbital gap**: 6.59 eV
**Relative energy (zero: lowest compared OMol25 entry of this formula, charge and spin)**: 0.0 kcal per mole
**HOMO**: -13.680 eV
**Total energy**: -3294.82705 Ha

Geometry as XYZ:
```
105
C49H41N10O2SSbW, DFT ωB97M-V with the def2-TZVPD basis set
W 1.4651 1.2151 -0.8312
N 3.2876 0.9613 -0.3215
N 2.0639 3.1309 -0.5580
C 1.3053 3.6682 -1.5702
O 1.2010 4.7445 -2.0426
O 0.5950 2.5417 -1.9607
H 4.0452 1.6239 -0.3471
H 3.5487 0.1138 0.1677
H 2.7818 3.6907 -0.1235
N 1.8764 -8.5092 -3.3880
C 1.7167 -7.4260 -3.0423
C 1.5077 -6.0702 -2.6127
C 1.2521 -5.8109 -1.2679
C 1.0343 -4.5107 -0.8505
C 1.0660 -3.4758 -1.7830
C 1.3421 -3.7384 -3.1292
C 1.5631 -5.0343 -3.5469
C 0.8277 -2.1161 -1.4124
C 0.7931 -0.9310 -1.0815
H 1.2240 -6.6294 -0.5620
H 0.8407 -4.3035 0.1941
H 1.3684 -2.9193 -3.8380
H 1.7740 -5.2532 -4.5844
C -1.8628 -4.4765 -5.4168
C -1.6606 -3.1487 -5.7588
C -1.5493 -2.1906 -4.7604
C -1.6327 -2.5626 -3.4162
C -1.8628 -3.9006 -3.0840
C -1.9727 -4.8530 -4.0833
Sb -1.5560 -1.0254 -1.9938
C -2.5648 -2.0011 -0.4236
C -3.8843 -1.5653 -0.3040
C -4.7224 -2.1243 0.6524
C -4.2335 -3.0982 1.5104
C -2.9170 -3.5241 1.4077
C -2.0853 -2.9867 0.4324
C 2.1195 0.6634 -2.8368
C 1.4048 0.0101 -3.8407
C 1.8272 0.0295 -5.1610
C 2.9685 0.7236 -5.5257
C 3.6904 1.3801 -4.5491
C 3.2850 1.3453 -3.2197
H -1.9582 -5.2223 -6.1954
H -1.6054 -2.8579 -6.7996
H -1.4181 -1.1503 -5.0381
H -1.9615 -4.2034 -2.0498
H -2.1536 -5.8886 -3.8261
H -4.2755 -0.7778 -0.9420
H -5.7499 -1.7937 0.7319
H -4.8844 -3.5340 2.2573
H -2.5419 -4.2883 2.0770
H -1.0678 -3.3359 0.3494
H 0.5161 -0.5602 -3.6343
H 1.2545 -0.5092 -5.9062
H 3.2977 0.7399 -6.5558
H 4.5937 1.9170 -4.8086
H 3.9011 1.8636 -2.5042
C 1.0195 2.6343 2.5308
C 1.2118 1.1626 2.4407
N 1.4455 0.4163 1.3585
C 1.6387 -0.8836 1.8068
C 1.4778 -0.9171 3.1460
N 1.2005 0.3717 3.5355
C 0.7418 0.7648 4.8724
N -0.6866 0.8499 4.9275
N -1.2896 2.0567 4.7494
N -2.5476 1.8939 4.6776
C -2.8311 0.5437 4.7868
C -4.0558 -0.1335 4.7690
C -4.0099 -1.5036 4.8713
C -2.7839 -2.1915 5.0089
C -1.5755 -1.5347 5.0485
C -1.6304 -0.1429 4.9278
H 0.8452 3.0680 1.5555
H 1.9217 3.0931 2.9452
H 0.1852 2.8828 3.1857
H 1.8662 -1.6945 1.1376
H 1.5438 -1.7295 3.8493
H 1.1510 1.7330 5.1434
H 1.1053 0.0168 5.5732
H -4.9886 0.4060 4.6894
H -4.9302 -2.0721 4.8728
H -2.7998 -3.2689 5.1112
H -0.6486 -2.0747 5.1904
S -4.7299 2.0662 2.0231
C -3.1615 1.9297 1.3015
C -2.4793 0.7144 1.4473
C -1.2632 0.5475 0.8454
N -0.6628 1.4843 0.0737
C -1.3279 2.6512 -0.0624
C -2.5360 2.9165 0.5394
C -4.9716 3.8263 2.0222
C -4.3632 4.5986 3.0026
C -4.5874 5.9672 2.9715
N -5.3549 6.5698 2.0663
C -5.9414 5.8108 1.1478
C -5.7848 4.4316 1.0754
H -2.8977 -0.0998 2.0272
H -0.7465 -0.3910 0.9709
H -0.8794 3.4101 -0.6849
H -2.9886 3.8869 0.3918
H -3.7407 4.1438 3.7648
H -4.1334 6.6108 3.7166
H -6.5673 6.3263 0.4280
H -6.2845 3.8552 0.3085
```

Density functional theory data (ωB97M-V with the def2-TZVPD basis set) for a molecular structure, C49H42As2F5NS2SbW in a non-equilibrium geometry.

Values from the calculation:
**Spin multiplicity**: 3
**Total charge**: +3
**Frontier orbital gap (spin up / spin down)**: 6.87 / 6.61 eV
**HOMO (spin up / spin down)**: -16.113 / -16.118 eV
**Total energy**: -8020.79024 Ha
**<S²>**: 2.03

Geometry as XYZ:
```
103
C49H42As2F5NS2SbW, DFT ωB97M-V with the def2-TZVPD basis set
W 0.9125 -0.6733 0.1532
C 1.0216 1.2423 3.1822
C 0.0812 2.0227 2.2808
As 0.5457 1.8917 0.3655
C -0.8666 3.1625 -0.1430
C -0.5286 4.4418 -0.5643
C -1.5118 5.4184 -0.6489
C -2.8248 5.1201 -0.3147
C -3.1615 3.8327 0.0821
C -2.1862 2.8516 0.1696
C 2.1036 3.0582 0.2177
C 2.6461 3.7226 1.3135
C 3.7224 4.5821 1.1441
C 4.2498 4.8017 -0.1202
C 3.6958 4.1613 -1.2206
C 2.6308 3.2900 -1.0528
As 0.9963 -0.6543 2.6861
C -0.7350 -1.3164 3.2661
C -1.2852 -2.4239 2.6229
C -2.4978 -2.9451 3.0454
C -3.1734 -2.3504 4.1018
C -2.6220 -1.2545 4.7517
C -1.3986 -0.7438 4.3479
C 2.2062 -1.3947 4.0201
C 3.3082 -0.6674 4.4645
C 4.1096 -1.1912 5.4664
C 3.8204 -2.4353 6.0100
C 2.7180 -3.1538 5.5670
C 1.9098 -2.6394 4.5664
H 0.7528 1.3467 4.2334
H 2.0465 1.6011 3.0731
H 0.0516 3.0809 2.5414
H -0.9387 1.6436 2.3760
H 0.4936 4.6815 -0.8215
H -1.2421 6.4178 -0.9640
H -3.5833 5.8901 -0.3576
H -4.1846 3.5985 0.3471
H -2.4547 1.8476 0.4807
H 2.2151 3.6059 2.2997
H 4.1327 5.0940 2.0045
H 5.0685 5.4967 -0.2503
H 4.0853 4.3523 -2.2126
H 2.1707 2.8239 -1.9182
H -0.7650 -2.9124 1.8121
H -2.9041 -3.8222 2.5594
H -4.1202 -2.7557 4.4329
H -3.1456 -0.8010 5.5825
H -0.9578 0.0883 4.8842
H 3.5373 0.3130 4.0620
H 4.9550 -0.6226 5.8296
H 4.4561 -2.8435 6.7841
H 2.4843 -4.1140 6.0060
H 1.0461 -3.1952 4.2228
F 0.5915 -3.0761 -0.3486
C 1.7417 -2.6192 0.3309
F 1.7669 -3.2700 1.5067
C 2.8972 -3.0981 -0.5545
F 2.9129 -4.3723 -0.8314
F 2.7375 -2.4210 -1.7439
F 4.0699 -2.7458 -0.0400
S -1.3425 -0.6759 -0.3485
Sb -2.1386 -1.2097 -2.5706
C -4.2324 -1.0644 -2.1995
C -5.1027 -1.9329 -2.8453
C -6.4594 -1.8250 -2.5780
C -6.9227 -0.8635 -1.6909
C -6.0348 -0.0024 -1.0576
C -4.6744 -0.0969 -1.3061
C -1.2759 -3.0657 -3.1613
C -2.0479 -4.1744 -3.4790
C -1.4026 -5.3296 -3.8980
C -0.0195 -5.3663 -3.9997
C 0.7395 -4.2468 -3.6795
C 0.1104 -3.0901 -3.2519
C -1.2651 0.4554 -3.5875
C -1.9586 1.6566 -3.5196
C -1.4051 2.7891 -4.0986
C -0.1705 2.7156 -4.7272
C 0.5021 1.5027 -4.8118
C -0.0456 0.3570 -4.2483
H -4.7475 -2.6681 -3.5555
H -7.1515 -2.4972 -3.0669
H -7.9828 -0.7852 -1.4916
H -6.3997 0.7437 -0.3647
H -3.9803 0.5685 -0.8073
H -3.1264 -4.1576 -3.3990
H -1.9904 -6.2023 -4.1490
H 0.4716 -6.2716 -4.3301
H 1.8175 -4.2707 -3.7671
H 0.6898 -2.2142 -2.9882
H -2.9353 1.7115 -3.0526
H -1.9467 3.7248 -4.0640
H 0.2567 3.6019 -5.1785
H 1.4336 1.4331 -5.3598
H 0.4485 -0.5958 -4.3877
S 5.4189 0.5283 0.2568
C 4.7822 0.5828 -1.3279
C 3.4665 0.2802 -1.3161
N 2.9642 -0.0232 -0.0674
C 3.9072 0.0807 0.8541
H 5.3908 0.8414 -2.1794
H 2.8219 0.2353 -2.1821
H 3.7341 -0.1481 1.8960
```

Density functional theory data (ωB97M-V with the def2-TZVPD basis set) for a molecular structure, C49H42CaFN5O7SSi in a non-equilibrium geometry.

Values from the calculation:
**Total charge**: -2
**Frontier orbital gap**: 6.88 eV
**Relative energy (zero: lowest compared OMol25 entry of this formula, charge and spin)**: 28.1 kcal per mole
**HOMO**: -3.181 eV
**Total energy**: -4158.27603 Ha

Geometry as XYZ:
```
107
C49H42CaFN5O7SSi, DFT ωB97M-V with the def2-TZVPD basis set
Ca -0.6537 0.0764 -1.3133
O 1.5368 0.8155 -1.6227
Si 2.8250 1.2876 -0.9116
C 4.4521 0.7728 -1.8092
C 4.4193 0.5732 -3.1833
C 5.5542 0.2384 -3.9001
C 6.7664 0.0971 -3.2443
C 6.8223 0.2821 -1.8729
C 5.6763 0.6150 -1.1705
C 3.0835 3.1973 -0.9645
C 4.0303 3.9166 -0.2449
C 4.2074 5.2784 -0.4286
C 3.4448 5.9586 -1.3623
C 2.5050 5.2590 -2.1009
C 2.3271 3.9035 -1.8921
C 3.1141 0.6491 0.8578
C 3.1444 1.4461 1.9926
C 3.4561 0.9277 3.2379
C 3.7192 -0.4246 3.3753
C 3.6321 -1.2496 2.2660
C 3.3391 -0.7113 1.0264
H 3.4682 0.6766 -3.6829
H 5.4965 0.0885 -4.9722
H 7.6618 -0.1611 -3.7979
H 7.7653 0.1661 -1.3494
H 5.7308 0.7444 -0.0973
H 4.6504 3.4057 0.4774
H 4.9510 5.8118 0.1530
H 3.5906 7.0209 -1.5249
H 1.9208 5.7768 -2.8537
H 1.5891 3.3560 -2.4546
H 2.9129 2.4983 1.9005
H 3.4930 1.5793 4.1059
H 3.9674 -0.8392 4.3449
H 3.8035 -2.3140 2.3750
H 3.2764 -1.3554 0.1619
N 1.7321 -2.8751 7.9722
C 1.4267 -2.4758 6.9341
C 1.0597 -1.9601 5.6858
C 1.0689 -0.5720 5.4793
C 0.6939 -0.0565 4.2659
C 0.3084 -0.8957 3.2031
C 0.3046 -2.2856 3.4209
C 0.6689 -2.8061 4.6372
C -0.0593 -0.3325 1.9713
C -0.3572 0.2724 0.9504
H 1.3748 0.0765 6.2922
H 0.6984 1.0112 4.0979
H 0.0095 -2.9453 2.6173
H 0.6585 -3.8753 4.8069
C -2.0168 4.2846 -3.9704
N -1.6213 4.8904 -2.7261
C -1.8994 6.2904 -2.5580
C -0.8928 6.8885 -1.5876
C -0.9448 6.0903 -0.2925
N -0.8193 4.6763 -0.5457
C -0.2693 3.8831 0.5315
C -1.1671 4.0673 -1.7144
O -1.0708 2.8695 -1.8913
H -1.4626 4.7310 -4.8017
H -3.0896 4.4109 -4.1460
H -1.7835 3.2237 -3.9042
H -2.9269 6.4517 -2.1909
H -1.8177 6.7779 -3.5366
H -1.1065 7.9420 -1.3964
H 0.1042 6.7965 -2.0178
H -1.8891 6.3006 0.2378
H -0.1181 6.3878 0.3627
H 0.7627 4.1869 0.7327
H -0.2731 2.8302 0.2432
H -0.8686 4.0189 1.4366
F -1.9728 -5.6646 -3.1934
C -2.9512 -4.9487 -2.5846
C -3.0058 -3.6019 -2.7668
N -4.0300 -2.8565 -2.2668
C -4.1598 -1.4640 -2.6296
C -3.0300 -0.5408 -2.0054
O -2.3318 0.0425 -2.8376
O -2.9900 -0.4604 -0.7836
C -4.9937 -3.4219 -1.4650
O -5.9519 -2.8206 -1.0250
N -4.8399 -4.7719 -1.2359
C -3.9082 -5.6597 -1.7812
O -4.0226 -6.8550 -1.5823
H -2.2641 -3.0836 -3.3562
H -5.1248 -1.1281 -2.2455
H -4.1141 -1.3613 -3.7180
H -5.5644 -5.1869 -0.6621
C -5.7430 -5.4581 2.5884
C -5.0465 -6.4820 3.4353
O -5.6072 -7.1697 4.2564
S -3.3011 -6.6683 3.2405
C -2.7439 -5.5601 1.9456
C -2.0079 -6.1019 0.8996
C -1.4457 -5.2697 -0.0458
C -1.6188 -3.8787 0.0262
C -2.3807 -3.3530 1.0841
C -2.9115 -4.1805 2.0475
C -1.0633 -2.9962 -0.9231
C -0.5305 -2.2482 -1.7408
H -6.7796 -5.7607 2.4507
H -5.2445 -5.3284 1.6330
H -5.7326 -4.5041 3.1137
H -1.8730 -7.1716 0.8293
H -0.8446 -5.6897 -0.8388
H -2.5207 -2.2810 1.1273
H -3.4509 -3.7606 2.8856
```

Density functional theory data (ωB97M-V with the def2-TZVPD basis set) for a molecular structure, C49H42ClN3ORhSb2Te in a non-equilibrium geometry.

Values from the calculation:
**Total charge**: +1
**Frontier orbital gap (spin up / spin down)**: 3.31 / 3.27 eV
**HOMO (spin up / spin down)**: -8.607 / -8.632 eV
**Total energy**: -3450.53538 Ha

Geometry as XYZ:
```
100
C49H42ClN3ORhSb2Te, DFT ωB97M-V with the def2-TZVPD basis set
Rh -1.1271 1.8416 0.6437
C -0.1122 -2.4791 -2.4911
C 0.9005 -1.4927 -3.0679
C 0.8839 -0.0776 -2.4707
Sb 2.1683 0.7796 -0.8239
C 3.9441 -0.4579 -0.7936
C 4.7592 -0.4720 0.3344
C 5.9019 -1.2567 0.3456
C 6.2459 -2.0008 -0.7759
C 5.4697 -1.9316 -1.9239
C 4.3269 -1.1457 -1.9388
C 1.5459 0.4500 1.2247
C 1.0100 1.5542 1.8676
C 0.6828 1.4961 3.2260
C 0.9287 0.3380 3.9414
C 1.5377 -0.7439 3.3128
C 1.8387 -0.6907 1.9576
Sb 0.6278 -3.2733 -0.6226
C 2.0425 -4.6262 -1.5159
C 1.6203 -5.5495 -2.4685
C 2.5359 -6.4223 -3.0381
C 3.8692 -6.3824 -2.6534
C 4.2890 -5.4725 -1.6949
C 3.3753 -4.5940 -1.1260
C -0.8778 -4.7669 -0.2457
C -0.4730 -5.9387 0.3874
C -1.4116 -6.8908 0.7571
C -2.7589 -6.6706 0.5081
C -3.1660 -5.5045 -0.1222
C -2.2275 -4.5515 -0.4960
H -0.2432 -3.3291 -3.1608
H -1.0788 -1.9942 -2.3415
H 0.6685 -1.3559 -4.1294
H 1.8960 -1.9439 -3.0275
H -0.1042 0.1989 -2.1129
H 1.1575 0.6400 -3.2455
H 4.5036 0.1276 1.1996
H 6.5290 -1.2822 1.2271
H 7.1335 -2.6194 -0.7622
H 5.7557 -2.4844 -2.8088
H 3.7410 -1.0645 -2.8463
H 1.1677 2.5252 1.4291
H 0.3180 2.3824 3.7308
H 0.7028 0.2953 4.9979
H 1.8105 -1.6216 3.8855
H 2.3688 -1.5120 1.5031
H 0.5758 -5.5996 -2.7547
H 2.2067 -7.1363 -3.7825
H 4.5813 -7.0642 -3.0996
H 5.3265 -5.4452 -1.3860
H 3.7081 -3.8842 -0.3749
H 0.5804 -6.1070 0.5842
H -1.0908 -7.7992 1.2506
H -3.4918 -7.4067 0.8109
H -4.2169 -5.3282 -0.3135
H -2.5564 -3.6429 -0.9877
Cl -3.3125 0.6496 6.5773
C -3.0348 0.4928 4.8797
C -3.5907 1.4095 4.0015
C -3.3590 1.2799 2.6418
C -2.5462 0.2500 2.1354
C -2.2750 0.1411 0.7021
C -2.0206 -0.6738 3.0489
C -2.2657 -0.5615 4.4008
H -4.2125 2.2070 4.3850
H -3.8523 1.9546 1.9506
H -3.1606 0.2392 0.0766
H -1.6975 -0.7429 0.4482
H -1.4376 -1.5063 2.6755
H -1.8577 -1.2831 5.0962
Te -2.6295 3.1261 -1.1238
C -4.4175 4.1836 -0.6775
C -5.2846 4.4326 -1.7350
C -6.4321 5.1785 -1.5125
C -6.7073 5.6684 -0.2441
C -5.8454 5.4011 0.8107
C -4.6966 4.6551 0.5991
C -1.1644 4.6003 -0.6011
C 0.8954 4.4951 -1.8765
C 2.0723 5.1000 -1.0552
C 1.6653 6.1321 -0.0436
C 0.5294 6.1499 0.6536
C -0.5109 5.0903 0.6696
H -5.0597 4.0512 -2.7230
H -7.1058 5.3838 -2.3333
H -7.5961 6.2615 -0.0770
H -6.0687 5.7756 1.8009
H -4.0222 4.4397 1.4200
H 1.1825 4.2202 -2.8884
H 2.9154 5.4469 -1.6458
H 2.3695 6.9393 0.1112
H 0.3524 6.9672 1.3405
H -1.0990 5.0577 1.5795
O 0.4215 2.1207 -1.2088
N -0.2142 3.7757 0.1424
C 0.7915 3.3347 -0.8681
C -0.4848 5.1436 -1.8504
N -1.0064 5.8542 -2.7123
C 2.2931 3.6647 -0.4980
N 3.1801 2.8784 -0.1947
```